Here is 2 unconnected molecules or ions with the total composition CH2Cl4OP2 from the Open Molecules 2025 dataset. Energies are from ωB97M-V/def2-TZVPD.

**HOMO level (alpha / beta)**: -0.3261 / -0.3561 Eh
**E_LUMO (alpha / beta)**: 0.02322 / -0.12644 hartree
**2S+1**: 3
**Electronic energy**: -2638.02191 hartree
**Kohn-Sham gap (alpha / beta)**: 9.5046 / 6.2482 eV
**Energy relative to the best compared isomer or geometry (same formula, charge and spin)**: 0.000 eV

Last column: Mulliken spin population.
Atoms and positions in Å:
C 0.0071 0.4837 0.1664  0.811
O -3.5779 0.3412 -1.6131  0.255
P -0.4984 2.1165 0.6108  0.045
P -3.0786 0.2018 -0.2506  0.486
Cl -0.8776 2.8633 -1.2017  0.007
Cl 1.3329 2.9061 1.0338  0.085
Cl -3.6422 1.7944 0.8755  0.127
Cl -3.9571 -1.3755 0.6745  0.133
H 0.1835 -0.2501 0.9347  0.025
H 0.0468 0.1667 -0.8655  0.025


Here is CH2ClF2P in the gas phase from the Open Molecules 2025 dataset. Energies are from ωB97M-V/def2-TZVPD.

**HOMO level (alpha / beta)**: -0.1856 / -0.4400 Eh
**E_LUMO (alpha / beta)**: 0.03011 / -0.12685 hartree
**2S+1**: 3
**Electronic energy**: -1040.35280 hartree
**Kohn-Sham gap (alpha / beta)**: 5.8697 / 8.5224 eV
**Energy relative to the best compared isomer or geometry (same formula, charge and spin)**: 1.503 eV

Last column: Mulliken spin population.
Atoms and positions in Å:
C -0.2117 0.7337 -0.1150  0.407
F -0.9388 1.4093 0.7876  0.010
F -0.8650 0.9540 -1.3035  0.008
P -0.3811 -1.1766 0.1818  1.335
Cl 1.4767 1.2550 -0.1462  0.183
H 0.3693 -1.4646 1.2016  0.028
H 0.5506 -1.7109 -0.6063  0.030


Here is CH2ClF3N2 in the gas phase from the Open Molecules 2025 dataset. Energies are from ωB97M-V/def2-TZVPD.

**HOMO level**: -0.3751 Eh
**E_LUMO**: 0.01750 hartree
**Structure (SMILES)**: FC(F)(F)NNCl
**Electronic energy**: -908.53700 hartree
**Kohn-Sham gap**: 10.6824 eV
**Energy relative to the best compared isomer or geometry (same formula, charge and spin)**: 0.416 eV

Last column: natural (NBO) charge in e.
Atoms and positions in Å:
F -1.3100 -1.0796 0.6372  -0.329
C -0.0391 -0.6100 0.7321  1.045
F 0.1383 -0.6289 2.0955  -0.333
F 0.7867 -1.5002 0.2370  -0.306
N 0.2357 0.7012 0.2571  -0.519
N 0.5883 0.8309 -1.1831  -0.413
Cl -0.7976 1.0709 -2.2106  0.077
H -0.5709 1.3427 0.6333  0.405
H 0.9687 -0.1270 -1.1984  0.373


- What is the energy relative to the best compared isomer or geometry (same formula, charge and spin) in the second record?
  1.503 eV